C13H18Cl2CoN2O2PS | ωB97M-V/def2-TZVPD

```
40
Properties=species:S:1:pos:R:3:mulliken_charge:R:1
Co 0.65097 -0.90288 -1.08498 -0.102
Cl 1.56630 0.75516 0.40847 -0.287
Cl 2.64037 -1.62545 -1.27592 -0.318
S -0.22898 -3.19486 3.41062 -0.148
P 0.33848 1.54781 -2.03834 0.947
O -1.87263 -2.03145 -1.67393 -0.544
O -1.83748 0.00274 0.19667 -0.335
N -0.91609 -3.50575 0.83656 -0.214
N -0.32051 -1.35105 1.62053 0.254
C -1.19243 2.41143 -1.46222 -1.164
C -0.79137 -0.53658 0.05036 0.449
C -0.53705 -2.64641 1.79344 0.724
C 0.45280 -1.01092 5.11802 -0.354
C -0.12148 -0.64425 2.79519 0.516
C 0.43384 1.23764 4.16213 -0.751
C 1.48824 2.95355 -1.76428 -1.311
C -0.04958 0.74027 2.94832 -0.351
C 0.66582 0.37026 5.24271 -0.513
C -0.25984 -2.05579 -3.47971 -1.077
C 0.20338 1.62081 -3.86370 -1.409
C -0.80038 -1.67758 -2.14316 0.976
C 0.07857 -1.52163 3.88155 0.239
H 0.29393 -1.20289 -3.89534 0.172
H -0.33146 1.39686 2.12348 0.509
H 1.35417 3.35522 -0.75521 0.407
H 0.44329 -2.90546 -3.40997 0.307
H -1.33558 -3.16315 -0.03092 0.145
H 0.57019 -1.71089 5.94124 0.454
H -1.38327 3.27534 -2.12186 0.470
H 1.29100 3.74344 -2.49718 0.439
H -0.61101 0.97199 -4.20856 0.389
H 2.51392 2.59750 -1.88262 0.391
H 0.62212 2.30755 4.25845 0.436
H -1.01044 2.75436 -0.42977 0.286
H 0.01624 2.65828 -4.17387 0.474
H 0.99789 0.78058 6.19794 0.435
H 1.16111 1.27879 -4.27945 0.415
H -1.08594 -4.45406 1.15698 0.298
H -2.03847 1.70850 -1.48482 0.366
H -1.05865 -2.32702 -4.18689 0.378
```

Summary:
Calculated total energy (eV): -103625.35927
Charge: +2
Expectation value of S²: 6.28
Maximum force (eV/A): 4.865
HOMO-LUMO gap (spin up / spin down) (eV): 7.477 / 5.178
Spin multiplicity: 5
Lowest unoccupied orbital energy (spin up / spin down) (eV): -7.948 / -10.595
HOMO energy (spin up / spin down) (eV): -15.424 / -15.772